C17H39N2OS5SiYb | ωB97M-V with the def2-TZVPD basis set

XYZ file:
```
66
Properties=species:S:1:pos:R:3:forces:R:3:mulliken_spin:R:1
Yb 0.209 -0.220 -0.118 -0.221 -0.313 -0.326 1.01
C -0.699 3.258 -1.136 -0.008 0.056 0.005 0.00
C -2.140 2.835 -0.917 -0.052 0.021 -0.048 0.00
S -2.306 1.350 0.121 0.099 -0.033 0.062 0.00
C -3.769 0.573 -0.612 -0.028 -0.015 -0.024 0.00
C -3.732 -0.934 -0.413 -0.053 0.022 0.009 0.00
S -2.254 -1.732 -1.082 0.037 -0.045 0.060 0.00
C -2.400 -1.391 -2.854 0.003 0.019 -0.038 0.00
C -1.138 -1.853 -3.564 -0.036 -0.037 -0.044 0.00
S 0.397 -1.002 -3.105 0.028 0.028 0.055 0.00
C 0.350 0.512 -4.104 -0.005 0.041 -0.046 0.00
C -0.390 1.679 -3.467 -0.015 -0.037 -0.047 0.00
S 0.398 2.031 -1.881 0.009 0.013 0.059 0.00
H -0.215 3.504 -0.195 0.011 -0.018 0.007 0.00
H -0.677 4.155 -1.756 0.000 -0.010 -0.007 0.00
H -2.645 2.632 -1.861 0.014 -0.007 0.003 0.00
H -2.673 3.656 -0.435 0.002 -0.010 0.013 0.00
H -3.814 0.828 -1.671 0.007 -0.002 0.006 0.00
H -4.667 0.973 -0.141 0.017 0.006 0.021 0.00
H -4.612 -1.398 -0.860 0.012 0.001 -0.016 0.00
H -3.745 -1.193 0.647 0.020 0.001 0.000 0.00
H -2.574 -0.330 -3.023 0.008 0.005 0.029 0.00
H -3.259 -1.944 -3.236 0.006 -0.011 0.007 0.00
H -1.254 -1.749 -4.644 0.000 0.015 0.006 0.00
H -0.958 -2.914 -3.380 0.008 0.007 0.015 0.00
H -0.077 0.258 -5.074 -0.008 -0.007 0.009 0.00
H 1.395 0.772 -4.275 0.001 -0.004 0.013 0.00
H -1.445 1.445 -3.327 0.004 0.011 0.013 0.00
H -0.315 2.555 -4.113 0.020 0.008 0.015 0.00
C 0.494 -3.588 0.858 0.021 -0.027 -0.031 0.00
C -0.508 -2.896 1.764 -0.028 0.014 0.024 0.00
N -0.183 -1.465 1.948 -0.036 0.058 -0.068 0.00
C 0.929 -1.190 2.893 -0.050 0.037 0.031 0.00
C 2.353 -1.430 2.391 0.005 -0.042 0.018 0.00
S 2.787 -0.923 0.681 0.100 0.035 0.040 0.00
C 3.196 -2.517 -0.085 0.043 -0.046 -0.014 0.00
C 2.078 -3.117 -0.938 -0.005 -0.001 0.014 0.00
N 0.735 -2.827 -0.392 0.010 0.027 0.009 0.00
H 0.148 -4.601 0.641 -0.016 0.008 0.004 0.00
H 1.445 -3.702 1.371 -0.022 0.013 0.012 0.00
H -0.549 -3.416 2.725 0.023 -0.002 -0.002 0.00
H -1.506 -2.955 1.327 0.008 -0.009 -0.006 0.00
H -0.996 -1.031 2.379 0.001 -0.004 0.005 0.00
H 0.800 -1.787 3.803 0.010 -0.015 -0.013 0.00
H 0.825 -0.146 3.174 0.019 -0.004 -0.013 0.00
H 2.642 -2.475 2.469 -0.011 0.006 0.011 0.00
H 3.022 -0.877 3.048 0.002 0.013 -0.015 0.00
H 3.522 -3.186 0.709 -0.010 0.006 0.003 0.00
H 4.072 -2.342 -0.709 -0.005 -0.002 -0.004 0.00
H 2.244 -4.196 -1.022 0.001 0.003 -0.008 0.00
H 2.124 -2.707 -1.945 0.000 0.018 0.008 0.00
H 0.062 -3.160 -1.076 0.003 -0.030 0.015 0.00
C 1.859 3.990 1.208 0.016 0.033 0.000 0.00
Si 1.213 2.498 2.133 0.043 -0.169 -0.165 0.00
C -0.269 2.943 3.171 -0.030 0.012 0.021 0.00
C 2.617 1.906 3.219 0.025 0.066 0.037 0.00
O 0.750 1.299 1.069 0.020 0.351 0.309 -0.01
H 2.495 4.567 1.884 0.006 0.000 -0.008 0.00
H 1.092 4.681 0.856 -0.017 -0.007 0.006 0.00
H 2.481 3.704 0.355 -0.002 -0.014 -0.004 0.00
H -0.027 3.739 3.878 0.008 0.003 -0.001 0.00
H -0.630 2.092 3.755 0.002 -0.006 -0.004 0.00
H -1.103 3.297 2.558 0.000 -0.003 -0.008 0.00
H 2.991 2.770 3.775 0.013 -0.019 0.011 0.00
H 3.458 1.529 2.632 -0.007 -0.005 -0.017 0.00
H 2.343 1.160 3.967 -0.021 0.000 -0.004 0.00
```
Positions in Å, forces in eV/Å.

The calculation puts the LUMO energy (spin up / spin down) at -5.317 / -5.406 eV. The HOMO energy (spin up / spin down) is -14.741 / -14.753 eV. The energy relative to the best compared isomer or geometry (same formula, charge and spin) comes out at 0.0 kJ/mol. For the frontier orbital gap (spin up / spin down), the calculation gives 9.42 / 9.35 eV. As for the charge: +2. As for the spin multiplicity: 2.